Run P
# CH4FN

2 unconnected molecules or ions with the total composition CH4FN (wB97M-V/def2-TZVPD, the OMol25 dataset).

```
7
Properties=species:S:1:pos:R:3:nbo_charge:R:1
F 0.173 1.782 -1.102 -0.341
N 0.678 0.248 0.674 -0.837
C -0.214 0.821 -0.189 0.435
H -1.172 1.053 0.146 0.162
H 0.337 -0.383 1.422 0.410
H -0.782 -1.080 -1.368 -0.235
H 1.631 -0.056 0.416 0.406
```

Values from the calculation:
* 2S+1: 1
* net charge: 0
* highest occupied orbital energy (alpha / beta): -7.36 / -8.84 eV
* gap between HOMO and LUMO (alpha / beta): 7.5 / 9.8 eV
* E_LUMO (alpha / beta): 0.125 / 0.913 eV


Run Q
# CH4FN

CH4FN in the gas phase (wB97M-V/def2-TZVPD, the OMol25 dataset).

```
7
Properties=species:S:1:pos:R:3:nbo_charge:R:1
F 0.545 1.542 0.270 -0.383
N 0.223 -0.801 0.298 -0.913
C -0.295 0.465 -0.196 0.208
H -0.490 0.651 -1.282 0.164
H 0.347 -1.605 -0.357 0.383
H 1.010 -0.805 1.010 0.401
H -1.340 0.554 0.257 0.141
```

Values from the calculation:
* 2S+1: 1
* net charge: 0
* highest occupied orbital energy: -9.44 eV
* gap between HOMO and LUMO: 10.7 eV
* structure (SMILES): NCF
* E_LUMO: 1.212 eV


Quick one: least stable of them? run P


Run P
# C26H30BrN5OPmS3

A molecular structure, C26H30BrN5OPmS3 (wB97M-V/def2-TZVPD, the OMol25 dataset).

```
67
Properties=species:S:1:pos:R:3:lowdin_spin:R:1
Pm 1.630 -0.981 -0.943 4.044
Br -2.925 4.503 -0.419 0.000
S 4.445 -1.166 -0.845 -0.007
S -1.081 -2.128 3.097 -0.001
S 1.347 -1.455 1.717 -0.013
O 1.157 -0.930 -2.973 -0.010
N 3.686 1.333 -0.404 -0.001
N 0.213 1.125 -0.718 -0.005
N 4.474 0.149 1.463 0.000
N -0.366 -2.194 -0.783 -0.008
N -1.054 -2.207 0.461 0.001
C -3.587 -1.006 2.755 0.000
C 4.223 0.218 0.159 -0.001
C -1.640 3.155 -0.541 0.000
C -2.556 -2.842 -1.666 0.000
C -1.167 2.756 -1.784 0.000
C 2.693 3.551 0.098 0.000
C -0.245 1.724 -1.827 0.000
C -3.757 -0.268 1.588 0.000
C -0.349 -1.930 1.505 0.000
C -1.114 -3.573 -4.040 0.000
C -1.099 -2.516 -1.803 0.001
C -0.526 -2.632 -3.186 0.000
C 0.958 -2.053 -5.030 0.000
C 0.363 -3.010 -5.832 0.000
C 3.961 2.745 -0.032 0.000
C -1.184 2.537 0.611 0.000
C -4.794 0.702 3.963 0.000
C 4.997 1.574 3.420 0.000
C -0.681 -3.783 -5.335 0.000
C -4.114 -0.506 3.939 0.000
C -0.253 1.521 0.476 0.000
C 0.521 -1.870 -3.725 -0.001
C -4.964 1.428 2.792 0.000
C -2.841 -2.314 2.739 0.000
C -4.446 0.936 1.604 0.000
C 3.920 0.953 2.565 0.000
H 0.720 -3.149 -6.843 0.000
H -4.000 -1.067 4.857 0.000
H -3.349 -0.640 0.664 0.000
H 3.280 0.271 3.135 0.000
H 1.766 -1.430 -5.384 0.000
H 5.637 0.818 3.870 0.000
H -2.954 -2.827 1.786 0.000
H 0.135 1.345 -2.773 0.000
H 3.658 1.224 -1.429 0.000
H 2.118 3.541 -0.827 0.000
H -3.069 -2.700 -2.613 0.000
H 0.127 0.989 1.343 0.000
H 4.880 -0.744 1.726 0.000
H 4.536 2.135 4.230 0.000
H -1.153 -4.533 -5.948 0.000
H 2.052 3.165 0.889 0.000
H -1.929 -4.182 -3.670 0.000
H -4.592 1.490 0.687 0.000
H 3.252 1.697 2.136 0.000
H -2.674 -3.885 -1.365 0.000
H -3.211 -2.984 3.518 0.000
H -5.202 1.069 4.893 0.000
H -3.020 -2.252 -0.888 0.000
H 4.553 2.754 0.881 0.000
H 5.633 2.249 2.851 0.000
H 4.612 3.131 -0.821 0.000
H -1.551 2.806 1.591 0.000
H 2.927 4.588 0.328 0.000
H -1.514 3.214 -2.697 0.000
H -5.510 2.359 2.808 0.000
```

Values from the calculation:
* 2S+1: 5
* net charge: +1
* highest occupied orbital energy (alpha / beta): -10.71 / -10.72 eV
* expectation value of S²: 6.0061
* gap between HOMO and LUMO (alpha / beta): 7.9 / 7.9 eV
* E_LUMO (alpha / beta): -2.850 / -2.813 eV


Run Q
# C26H30BrN5OPmS3

A molecular structure, C26H30BrN5OPmS3 (wB97M-V/def2-TZVPD, the OMol25 dataset).

```
67
Properties=species:S:1:pos:R:3:lowdin_spin:R:1
Pm 0.135 0.302 -0.769 4.052
Br -0.751 4.823 4.659 0.000
S 2.156 -1.369 -1.354 -0.013
S 0.322 2.152 -2.798 -0.006
S 3.879 -1.408 0.991 0.000
O -1.907 -0.107 -0.854 -0.013
N 1.240 -1.395 1.256 -0.002
N -0.047 -1.409 0.695 -0.009
N 0.571 0.350 -4.721 -0.001
N 0.036 1.826 1.238 -0.007
N -1.607 0.755 -4.000 -0.001
C -2.424 0.313 -5.149 0.000
C 1.667 -1.793 -5.201 0.000
C -2.767 -0.952 -0.245 0.001
C -4.662 -2.647 0.945 0.000
C 0.360 1.526 2.500 0.000
C 2.227 -1.392 0.395 -0.001
C -0.796 3.941 1.980 0.000
C -1.032 -1.801 1.428 0.002
C 4.427 0.411 4.542 0.000
C -0.298 0.990 -3.937 -0.001
C -2.401 -1.741 0.862 0.000
C -4.070 -1.028 -0.730 -0.001
C 0.137 2.388 3.554 0.000
C 4.058 2.785 4.357 0.000
C 3.419 1.308 2.567 0.000
C 4.521 1.691 5.078 0.000
C -0.796 -2.354 2.799 0.000
C 3.508 2.589 3.095 0.000
C -3.377 -2.573 1.435 0.001
C -3.204 -0.958 -4.868 0.000
C 0.440 -0.936 -5.440 0.000
C -5.008 -1.856 -0.148 0.000
C 3.689 -1.213 2.774 0.000
C 3.859 0.204 3.288 0.000
C -0.539 3.013 0.994 0.000
C -0.444 3.610 3.279 0.000
H -3.900 -0.815 -4.040 0.000
H -2.113 1.183 -3.240 0.000
H -1.254 4.890 1.741 0.000
H -3.102 1.136 -5.370 0.000
H -1.669 -2.235 3.434 0.000
H -6.017 -1.884 -0.544 0.000
H -5.386 -3.307 1.404 0.000
H -0.798 3.230 -0.035 0.000
H 3.160 3.437 2.516 0.000
H 0.061 -1.868 3.252 0.000
H 2.698 -1.599 3.013 0.000
H 1.816 -1.993 -4.139 0.000
H -0.450 -1.439 -5.085 0.000
H -2.547 -1.789 -4.605 0.000
H 4.792 -0.440 5.112 0.000
H 4.961 1.831 6.058 0.000
H -3.106 -3.196 2.277 0.000
H 0.835 0.566 2.656 0.000
H -1.783 0.217 -6.014 0.000
H 1.550 -2.748 -5.714 0.000
H -3.785 -1.241 -5.747 0.000
H 4.138 3.784 4.769 0.000
H -0.555 -3.418 2.735 0.000
H -4.331 -0.391 -1.568 0.000
H 0.310 -0.742 -6.505 0.000
H 0.431 2.112 4.558 0.000
H 2.568 -1.315 -5.596 0.000
H 4.412 -1.883 3.239 0.000
H 3.032 1.167 1.567 0.000
H 1.511 0.703 -4.624 0.000
```

Values from the calculation:
* 2S+1: 5
* net charge: +1
* highest occupied orbital energy (alpha / beta): -10.85 / -10.85 eV
* expectation value of S²: 6.0062
* gap between HOMO and LUMO (alpha / beta): 8.1 / 8.1 eV
* E_LUMO (alpha / beta): -2.754 / -2.722 eV


Quick one: least stable of them? run P


Run P
# C4H9O3

2 unconnected molecules or ions with the total composition C4H9O3 (wB97M-V/def2-TZVPD, the OMol25 dataset).

```
16
Properties=species:S:1:pos:R:3:nbo_charge:R:1
O -2.369 0.750 1.646 -0.761
O 1.470 -0.792 2.865 -0.996
O -0.187 1.202 1.866 -0.844
C -1.024 0.353 -0.317 -0.531
C -1.221 0.852 1.202 0.785
C 0.393 -0.106 -0.613 -0.406
C 0.403 -0.331 -2.145 -0.607
H 0.344 0.589 -2.720 0.197
H 0.896 0.010 2.838 0.523
H 1.535 -1.131 1.974 0.454
H 1.210 0.643 -0.416 0.208
H -1.715 -0.479 -0.398 0.206
H -0.471 -0.931 -2.390 0.188
H 0.864 -0.843 0.003 0.195
H -1.323 1.225 -0.856 0.204
H 1.195 -1.011 -2.538 0.185
```

Values from the calculation:
* 2S+1: 1
* net charge: -1
* highest occupied orbital energy: -4.25 eV
* gap between HOMO and LUMO: 8.0 eV
* E_LUMO: 3.771 eV


Run Q
# C4H9O3

2 unconnected molecules or ions with the total composition C4H9O3 (wB97M-V/def2-TZVPD, the OMol25 dataset).

```
16
Properties=species:S:1:pos:R:3:nbo_charge:R:1
O -0.805 1.143 -1.782 -0.806
O -0.042 1.278 0.621 -0.800
O -0.039 -0.641 -2.960 -0.765
C -0.774 -0.071 -2.104 0.785
C 1.186 -0.130 2.034 -0.637
C 1.233 0.697 0.796 -0.070
C -1.692 -0.966 -1.209 -0.724
H -2.257 -1.750 -1.908 0.182
H -0.312 1.393 -0.356 0.514
H 1.639 0.247 2.986 0.188
H 1.687 -1.070 1.793 0.196
H 1.888 1.582 1.005 0.123
H 0.150 -0.241 2.377 0.227
H -2.301 -0.309 -0.715 0.204
H -1.180 -1.531 -0.496 0.203
H 1.619 0.371 -0.085 0.181
```

Values from the calculation:
* 2S+1: 1
* net charge: -1
* highest occupied orbital energy: -4.46 eV
* gap between HOMO and LUMO: 8.4 eV
* E_LUMO: 3.954 eV


Run R
# C4H9O3

2 unconnected molecules or ions with the total composition C4H9O3 (wB97M-V/def2-TZVPD, the OMol25 dataset).

```
16
Properties=species:S:1:pos:R:3:nbo_charge:R:1
O -1.670 1.373 2.780 -0.773
O 2.745 -0.541 -0.921 -0.800
O 0.601 -1.043 -0.628 -0.791
C 1.435 -0.020 -2.715 -0.716
C 1.538 -0.599 -1.323 0.748
C -2.233 0.980 1.409 -0.094
C -1.662 -0.406 1.090 -0.702
H 1.796 -0.731 -3.459 0.204
H -1.611 -0.984 2.017 0.197
H -0.808 0.990 2.762 0.456
H -3.251 1.021 1.766 0.186
H -0.758 -0.437 0.449 0.311
H -2.388 -1.021 0.550 0.201
H -1.693 1.683 0.783 0.190
H 2.010 0.891 -2.836 0.207
H 0.408 0.276 -3.019 0.176
```

Values from the calculation:
* 2S+1: 1
* net charge: -1
* highest occupied orbital energy: -3.89 eV
* gap between HOMO and LUMO: 7.7 eV
* E_LUMO: 3.796 eV


Run S
# C4H9O3

A molecular structure, C4H9O3 (wB97M-V/def2-TZVPD, the OMol25 dataset).

```
16
Properties=species:S:1:pos:R:3:mulliken_charge:R:1
O -1.644 0.634 1.149 -0.678
O -3.013 -0.772 -0.284 -0.997
O 2.182 -1.066 0.324 -0.809
C 0.017 0.677 -0.510 0.057
C 2.503 -0.006 -0.401 -0.475
C 1.299 0.609 -1.069 -0.368
C -0.392 0.192 0.856 -0.506
H -3.966 -0.758 -0.166 0.163
H 2.996 0.854 0.129 0.204
H -2.359 0.069 0.553 0.478
H 0.520 -0.360 -1.145 0.179
H -0.643 1.382 -1.012 0.382
H 3.246 -0.202 -1.221 0.274
H 0.335 0.648 1.548 0.317
H -0.140 -0.878 0.939 0.341
H 1.409 1.068 -2.041 0.438
```

Values from the calculation:
* 2S+1: 1
* net charge: -1
* highest occupied orbital energy: -4.07 eV
* gap between HOMO and LUMO: 7.6 eV
* E_LUMO: 3.513 eV


Quick one: least stable of them? run S